The following is a DFT calculation (the ωB97M-V functional and the def2-TZVPD basis) of a structure of composition CH13FeO6 at a distorted geometry.

Each line ends with the Löwdin spin population.
Cartesian coordinates (Å):
Fe1 0.15327 -0.15509 0.20372  3.70
C1 -0.29115 1.62064 -2.51311  0.02
O1 -0.55689 0.91500 -1.36381  0.13
H1 -1.16790 2.19150 -2.84721  0.00
H2 0.45464 2.42616 -2.53968  0.00
H3 -0.05291 0.89889 -3.30262  0.00
O2 2.22858 -0.25204 -0.17896  0.03
H4 2.84871 0.09724 0.46982  0.00
H5 2.75107 -0.85603 -0.71811  0.00
O3 -0.28219 -2.12323 -0.67761  0.02
H6 -1.01264 -2.60414 -1.08280  0.00
H7 0.27775 -2.80777 -0.29530  0.00
O4 0.25599 -1.34408 1.90837  0.03
H8 0.01043 -2.25116 1.69847  0.00
H9 0.50109 -1.36513 2.83959  0.00
O5 -2.16536 -0.03325 0.89941  0.02
H10 -3.02757 -0.42374 0.72884  0.00
H11 -2.35962 0.81694 1.30341  0.00
O6 0.51211 1.48296 1.53725  0.03
H12 1.16131 1.70783 2.21200  0.00
H13 -0.23872 2.05848 1.71832  0.00

Properties
Total charge   +1
Frontier orbital gap (alpha / beta)   7.289 / 7.244 eV
Spin multiplicity   5
Energy relative to the best compared isomer or geometry (same formula, charge and spin)   0.663 eV
HOMO (alpha / beta)   -10.99 / -10.94 eV



The following is a DFT calculation (the ωB97M-V functional and the def2-TZVPD basis) of a cluster of 5 separate species, CH13NO4 in total at a distorted geometry.

Each line ends with the Löwdin spin population.
Cartesian coordinates (Å):
C1 0.59907 -1.22749 1.03253  0.14
N1 -0.70392 -1.51896 0.61606  0.68
H1 1.19451 -0.49240 0.36783  0.05
H2 0.45692 -0.65309 1.92138  0.05
H3 1.01844 -2.23486 1.38163  0.00
H4 -1.42166 -0.91064 0.95036  0.02
H5 -0.92417 -2.49625 0.75701  0.01
H6 -0.09908 -1.33656 -1.24256  0.01
H7 0.62110 -1.76415 -2.50030  0.00
O1 -0.21113 -1.36777 -2.22509  0.04
H8 0.19624 1.56540 -2.59437  0.00
H9 0.85003 0.46679 -2.08778  0.00
O2 0.92500 1.43155 -1.96191  0.00
H10 -2.35617 1.29394 -0.34672  0.00
H11 -1.22921 1.93129 0.39939  0.00
O3 -2.00832 1.45866 0.57664  0.00
H12 1.42137 1.87492 0.96682  0.00
H13 0.99161 2.10566 2.43389  0.00
O4 0.67936 1.87397 1.55517  0.00

Properties
Total charge   +1
Frontier orbital gap (alpha / beta)   11.257 / 5.764 eV
Spin multiplicity   2
Energy relative to the best compared isomer or geometry (same formula, charge and spin)   0.570 eV
HOMO (alpha / beta)   -14.96 / -14.96 eV



The following is a DFT calculation (the ωB97M-V functional and the def2-TZVPD basis) of a cluster of 6 separate species, CH13NO6 in total at a distorted geometry.

Each line ends with the natural charge from an NBO analysis.
Cartesian coordinates (Å):
C1 -1.94238 -0.18643 0.63258  0.53
N1 -0.60399 -0.11426 0.26438  -0.85
O1 -2.85862 0.25120 -0.02413  -0.59
H1 -1.99594 -0.47310 1.71179  0.11
H2 0.05324 -0.85811 0.45210  0.39
H3 -0.28009 0.14779 -0.64346  0.41
H4 0.07960 1.31717 1.99905  0.49
H5 0.56905 1.43376 3.41909  0.47
O2 0.68781 0.89868 2.64346  -0.95
H6 0.34985 -2.33197 -0.19959  0.48
H7 0.46966 -2.89676 -1.66303  0.48
O3 0.28704 -2.13472 -1.14580  -0.96
H8 -0.63274 1.59676 -3.01509  0.48
H9 -1.25720 0.80710 -1.92034  0.48
O4 -0.63135 1.53008 -2.03380  -0.95
H10 2.54213 1.86010 -1.19794  0.47
H11 1.57747 2.69912 -2.04870  0.48
O5 2.51008 2.58454 -1.85024  -0.95
H12 1.83934 -2.00052 2.18299  0.49
H13 0.79645 -3.10914 1.99226  0.47
O6 1.50519 -2.64659 1.56802  -0.96

Properties
Frontier orbital gap   10.464 eV
Energy relative to the best compared isomer or geometry (same formula, charge and spin)   1.739 eV
HOMO   -10.20 eV



The following is a DFT calculation (the ωB97M-V functional and the def2-TZVPD basis) of a cluster of 6 separate species, CH13O5S in total at a distorted geometry.

Each line ends with the natural charge from an NBO analysis.
Cartesian coordinates (Å):
C1 1.25557 0.29681 -2.27290  -0.74
S1 1.36023 -1.35931 -1.37297  -0.74
H1 1.14869 0.04109 -3.33763  0.19
H2 0.31356 0.80252 -2.09618  0.16
H3 2.18115 0.79137 -1.99474  0.20
H4 -1.41634 -2.91144 0.55780  0.48
H5 -2.27016 -1.76136 0.17534  0.47
O1 -2.35404 -2.69780 0.39398  -0.95
H6 0.67162 0.88063 1.40479  0.45
H7 0.68145 -0.33645 0.65599  0.50
O2 0.38650 -0.02931 1.54570  -1.00
H8 -1.65132 1.17435 -1.29500  0.46
H9 -1.64355 0.65719 -2.63741  0.47
O3 -2.12689 1.31314 -2.12336  -0.94
H10 -2.25769 3.85235 0.71110  0.46
H11 -0.94011 3.32054 0.28421  0.47
O4 -1.48844 4.11119 0.22194  -0.93
H12 1.41886 -1.07779 5.01444  0.46
H13 1.77522 -0.62277 3.54407  0.50
O5 2.12401 -0.80203 4.43544  -0.97

Properties
Total charge   -1
Frontier orbital gap   6.179 eV
Energy relative to the best compared isomer or geometry (same formula, charge and spin)   1.643 eV
HOMO   -3.30 eV



The following is a DFT calculation (the ωB97M-V functional and the def2-TZVPD basis) of a cluster of 6 separate species, CH13O5S in total at a distorted geometry.

Each line ends with the natural charge from an NBO analysis.
Cartesian coordinates (Å):
C1 2.87951 -0.42100 1.35414  -0.73
S1 3.16323 1.00556 0.11699  -0.80
H1 1.79866 -0.34350 1.47341  0.19
H2 3.13064 -1.36065 0.88598  0.19
H3 3.29874 -0.06214 2.28690  0.19
H4 0.92691 0.48856 -2.72884  0.47
H5 1.70513 -0.27197 -1.67865  0.51
O1 0.91817 -0.35156 -2.25615  -0.99
H6 -1.70806 1.22446 1.34167  0.49
H7 -1.80740 0.84715 2.78064  0.46
O2 -2.21749 0.65015 1.93255  -0.96
H8 0.56780 2.12785 0.81181  0.51
H9 0.15169 1.59084 -0.49921  0.49
O3 -0.22748 1.78522 0.36962  -1.00
H10 -2.85571 -1.34573 -1.22806  0.51
H11 -3.43743 -2.39628 -2.17612  0.45
O4 -3.69597 -1.70283 -1.56342  -0.97
H12 -0.40454 -0.57123 -1.01343  0.49
H13 -1.07973 -0.05574 0.17730  0.48
O5 -1.10669 -0.83718 -0.38714  -1.00

Properties
Total charge   -1
Frontier orbital gap   6.763 eV
Energy relative to the best compared isomer or geometry (same formula, charge and spin)   0.987 eV
HOMO   -3.39 eV



The following is a DFT calculation (the ωB97M-V functional and the def2-TZVPD basis) of a structure of composition CH14Ag2O7 at a distorted geometry.

Each line ends with the Löwdin spin population.
Cartesian coordinates (Å):
Ag1 -0.86902 -2.64701 -0.27268  0.19
Ag2 -1.57617 -0.80321 2.60856  0.22
O1 -2.36694 -2.61332 1.42482  0.80
H1 -3.30903 -2.65231 1.16893  0.01
O2 -0.15566 -0.80245 0.94589  0.70
H2 0.17338 -0.12145 0.32741  0.01
O3 -2.09157 -1.12845 -1.25287  0.01
H3 -3.03594 -0.98176 -1.19927  0.00
H4 -1.77458 -0.44006 -1.83756  0.00
O4 -2.78997 0.71194 1.31859  0.01
H5 -2.28206 1.11930 0.61693  0.00
H6 -3.53346 1.30043 1.44945  0.00
O5 1.27677 1.03994 2.57053  0.00
H7 2.22199 1.16709 2.48914  0.00
H8 1.05074 0.45216 1.84965  0.00
O6 2.76220 -1.42322 -0.61080  0.04
H9 2.58648 -1.18152 0.29857  0.00
H10 2.79635 -0.58880 -1.07858  0.00
C1 1.51386 1.48603 -1.90708  0.00
O7 2.85036 1.51807 -1.98029  0.00
H11 1.17060 0.75093 -2.63503  0.00
H12 1.14530 1.17603 -0.92924  0.00
H13 1.09708 2.48660 -2.02219  0.00
H14 3.13921 2.17514 -1.34278  0.00

Properties
Total charge   +2
Frontier orbital gap (alpha / beta)   7.894 / 4.157 eV
Spin multiplicity   3
HOMO (alpha / beta)   -16.46 / -16.46 eV



The following is a DFT calculation (the ωB97M-V functional and the def2-TZVPD basis) of a cluster of 5 separate species, CH14N2O4 in total at a distorted geometry.

Each line ends with the natural charge from an NBO analysis.
Cartesian coordinates (Å):
N1 2.54716 -1.68478 -0.56494  -0.87
C1 1.52275 -0.93147 0.11099  -0.06
N2 0.16813 -1.40880 -0.21567  -0.88
H1 3.29634 -1.94528 0.05639  0.37
H2 2.91957 -1.30193 -1.41876  0.37
H3 1.50834 0.14393 -0.08116  0.17
H4 1.64162 -1.01116 1.19142  0.18
H5 -0.05173 -2.38199 0.01335  0.36
H6 0.20264 -1.54263 -1.22657  0.36
H7 -2.35698 0.36613 2.40557  0.49
H8 -1.61952 -0.30397 1.14336  0.49
O1 -1.62093 0.41333 1.77832  -0.98
H9 -2.93709 -1.95274 -1.65229  0.47
H10 -2.18899 -1.32053 -0.43770  0.47
O2 -3.02671 -1.66831 -0.74386  -0.95
H11 -0.03004 1.58198 1.68944  0.50
H12 1.26561 1.88402 0.98361  0.46
O3 0.39102 2.25894 1.14210  -0.96
H13 0.06297 2.28671 -0.78310  0.49
H14 0.00988 3.42924 -1.74524  0.46
O4 0.52063 2.62718 -1.56777  -0.97

Properties
Frontier orbital gap   10.458 eV
Energy relative to the best compared isomer or geometry (same formula, charge and spin)   0.834 eV
HOMO   -9.82 eV



The following is a DFT calculation (the ωB97M-V functional and the def2-TZVPD basis) of a cluster of 5 separate species, CH14N2O4 in total at a distorted geometry.

Each line ends with the natural charge from an NBO analysis.
Cartesian coordinates (Å):
N1 2.45678 -0.50849 -1.19113  -0.86
C1 1.73644 -0.90606 -2.38997  -0.06
N2 0.31286 -0.57898 -2.40960  -0.89
H1 2.54509 -1.21671 -0.47001  0.37
H2 2.14688 0.38264 -0.84335  0.36
H3 1.77570 -1.99063 -2.49791  0.18
H4 2.27778 -0.45699 -3.21839  0.18
H5 0.11025 0.16675 -1.75220  0.36
H6 -0.37912 -1.30406 -2.20738  0.37
H7 -4.81701 0.53153 4.28376  0.47
H8 -3.40956 0.91932 4.25119  0.46
O1 -3.94763 0.15824 4.40773  -0.93
H9 1.09762 1.20547 -4.82443  0.46
H10 0.34089 -0.12332 -4.58163  0.49
O2 0.73016 0.43063 -5.26684  -0.96
H11 -0.06301 -0.01824 4.61348  0.46
H12 0.92776 0.37168 5.68064  0.47
O3 0.03112 0.58230 5.36598  -0.93
H13 -1.60715 1.21492 1.62114  0.48
H14 -1.13059 0.09013 0.61873  0.47
O4 -1.13528 1.04988 0.81017  -0.95

Properties
Frontier orbital gap   9.513 eV
Energy relative to the best compared isomer or geometry (same formula, charge and spin)   1.295 eV
HOMO   -9.39 eV



The following is a DFT calculation (the ωB97M-V functional and the def2-TZVPD basis) of a cluster of 5 separate species, CH14N2O4 in total at a distorted geometry.

Each line ends with the natural charge from an NBO analysis.
Cartesian coordinates (Å):
N1 -2.63950 0.74648 0.78530  -0.82
C1 -1.68651 1.62255 0.14688  -0.06
N2 -0.43906 0.84727 -0.00040  -0.88
H1 -2.85805 -0.05776 0.14124  0.35
H2 -3.48227 1.27589 0.95552  0.35
H3 -1.78051 2.18785 -0.78397  0.16
H4 -1.56912 2.42442 0.91911  0.17
H5 -0.17396 0.59412 0.98795  0.38
H6 -0.60326 -0.04104 -0.46697  0.36
H7 1.59837 -1.35476 -2.80937  0.47
H8 1.74461 -0.09545 -2.24290  0.51
O1 1.61565 -0.98385 -1.84099  -0.98
H9 2.93933 1.64134 -1.40352  0.47
H10 1.46740 1.50478 -0.85160  0.51
O2 1.95020 1.62125 -1.67754  -0.97
H11 1.40633 -3.15403 -0.28148  0.45
H12 1.68188 -1.77544 -0.37094  0.49
O3 1.78233 -2.50467 0.25232  -0.96
H13 0.26719 -1.63927 2.30613  0.49
H14 -0.87878 -1.74654 3.36595  0.47
O4 -0.34225 -1.11314 2.86928  -0.96

Properties
Frontier orbital gap   10.040 eV
Energy relative to the best compared isomer or geometry (same formula, charge and spin)   1.410 eV
HOMO   -9.46 eV



The following is a DFT calculation (the ωB97M-V functional and the def2-TZVPD basis) of a cluster of 5 separate species, CH14NO4 in total at a distorted geometry.

Each line ends with the natural charge from an NBO analysis.
Cartesian coordinates (Å):
C1 2.71122 1.25838 0.35056  -0.42
N1 1.43454 0.50820 0.61889  -0.70
H1 2.39268 2.06891 -0.31171  0.24
H2 3.15303 1.49435 1.30316  0.24
H3 3.42643 0.71286 -0.27112  0.24
H4 0.66223 0.41346 -0.04028  0.48
H5 0.99318 0.64248 1.54173  0.45
H6 1.69486 -0.48222 0.71319  0.45
H7 -1.45277 -0.05378 -1.46898  0.48
H8 -1.47416 1.39308 -1.81991  0.51
O1 -1.15465 0.79923 -1.12117  -0.98
H9 -0.21526 -2.63493 1.64706  0.51
H10 1.18738 -2.59829 2.49679  0.50
O2 0.45168 -2.11780 2.10786  -1.00
H11 -3.93497 -3.41054 1.20333  0.48
H12 -3.42414 -4.77022 0.66803  0.48
O3 -3.18189 -3.84954 0.79857  -0.96
H13 -1.71555 3.62627 -2.46495  0.47
H14 -0.53503 3.91385 -3.06165  0.48
O4 -1.01881 3.08625 -2.88940  -0.95

Properties
Total charge   +1
Frontier orbital gap   11.016 eV
Energy relative to the best compared isomer or geometry (same formula, charge and spin)   1.591 eV
HOMO   -14.04 eV



The following is a DFT calculation (the ωB97M-V functional and the def2-TZVPD basis) of a structure of composition CH14Na4O10 at a distorted geometry.

Each line ends with the natural charge from an NBO analysis.
Cartesian coordinates (Å):
Na1 1.55891 3.38405 -0.39998  0.96
Na2 -0.64454 3.14009 -2.84510  0.98
Na3 -2.83928 2.02757 -0.31801  0.98
Na4 3.13310 1.05727 2.13761  0.99
C1 0.41989 0.75726 -0.28183  0.96
O1 -0.24596 1.61883 -1.01930  -1.06
O2 0.08283 -0.46754 -0.40933  -0.83
O3 1.39250 1.08011 0.50028  -0.98
O4 0.07914 -2.06890 2.18042  -0.94
H1 0.58471 -1.52657 2.78995  0.46
H2 0.27049 -1.69215 1.30788  0.47
O5 -1.88678 0.22770 1.72941  -1.02
H3 -2.17391 -0.52342 2.26756  0.52
H4 -1.26925 -0.17225 1.09417  0.49
O6 -2.44394 -1.86741 -0.85083  -0.93
H5 -1.72291 -1.21851 -0.81163  0.47
H6 -3.21996 -1.38275 -1.15333  0.45
O7 -0.78567 -0.24441 -3.39222  -0.93
H7 -0.00333 0.20721 -3.72774  0.45
H8 -0.77078 -0.08573 -2.43754  0.48
O8 1.59980 -3.05001 -0.38975  -0.95
H9 0.87227 -2.40497 -0.40182  0.48
H10 1.59273 -3.42204 0.50328  0.49
O9 3.45458 -0.80337 -0.25943  -1.00
H11 2.73236 -0.19057 -0.41745  0.46
H12 3.05513 -1.68687 -0.40284  0.52
O10 -1.29232 3.13709 1.49787  -0.98
H13 -0.76303 3.84355 1.88750  0.48
H14 -0.76677 2.32678 1.62222  0.50

Properties
Total charge   +2
Frontier orbital gap   7.006 eV
Energy relative to the best compared isomer or geometry (same formula, charge and spin)   1.965 eV
HOMO   -15.46 eV



The following is a DFT calculation (the ωB97M-V functional and the def2-TZVPD basis) of a cluster of 6 separate species, CH14O5S in total at a distorted geometry.

Each line ends with the natural charge from an NBO analysis.
Cartesian coordinates (Å):
C1 0.17598 1.07870 2.53311  -0.73
S1 -1.37271 0.69020 1.55186  -0.11
H1 0.20137 0.57211 3.49328  0.22
H2 0.35730 2.17239 2.83234  0.22
H3 1.01311 0.87216 1.83309  0.24
H4 -0.90901 0.98588 0.31473  0.17
H5 3.08122 -0.12332 -1.61407  0.47
H6 1.86153 -0.57504 -0.81298  0.47
O1 2.71693 -0.08962 -0.72236  -0.94
H7 -0.79568 -2.81176 1.10422  0.47
H8 -0.29926 -1.47266 1.57057  0.49
O2 0.04122 -2.32609 1.21724  -0.95
H9 1.33540 2.58518 -1.44592  0.48
H10 0.17786 1.52150 -1.69270  0.50
O3 0.50951 2.19006 -1.06556  -0.99
H11 -0.67977 -0.65550 -2.32784  0.51
H12 -1.67266 0.26683 -3.10116  0.48
O4 -0.84234 0.27271 -2.60166  -1.00
H13 -0.12652 -2.03549 -0.51819  0.50
H14 -0.19062 -2.99578 -1.69603  0.48
O5 -0.24505 -2.05198 -1.47982  -0.99

Properties
Frontier orbital gap   9.526 eV
Energy relative to the best compared isomer or geometry (same formula, charge and spin)   0.388 eV
HOMO   -9.23 eV



The calculated total energy results, record by record, are as follows: -1760.810270 -401.233104 -552.074140 -820.310021 -820.334110 -866.235116 -456.949054 -456.932120 -456.927893 -401.955408 -1447.738064 -820.868983 Eh.